72
Properties=species:S:1:pos:R:3:forces:R:3 method="wB97M-V/def2-TZVPD" lumo_ev="-1.9 / 0.0" spin_multiplicity=5 max_force_ev_per_a=2.35 energy_ha=-3453.04932 homo_ha="-0.2209 / -0.2208" orbital_gap_ev="4.1 / 6.0"
O 0.04286 -0.62562 -4.16218 1.606 -1.262 1.119
C -0.85944 0.26951 -3.89699 -0.872 0.251 0.378
C -0.37404 1.67869 -4.21656 -0.334 -0.357 0.568
C 0.22941 2.44461 -3.23124 0.298 0.784 -0.234
H 0.33597 2.01991 -2.22558 -0.011 0.274 -0.368
C 0.61702 3.76471 -3.51215 -0.032 -0.410 -0.063
H 1.06303 4.37142 -2.72046 -0.139 -0.034 -0.258
C 0.41338 4.28688 -4.79528 0.062 -0.027 0.040
H 0.68934 5.32209 -5.01648 -0.077 -0.360 0.078
C -0.14206 3.48239 -5.79853 0.075 -0.150 0.085
H -0.28324 3.87538 -6.80778 0.067 -0.034 0.305
C -0.52338 2.16975 -5.51157 0.050 0.418 0.202
H -0.96159 1.51566 -6.26957 0.094 0.265 0.191
H -1.71440 0.08199 -4.58609 -0.737 0.352 0.280
C -2.41224 -1.13613 -2.30487 -0.745 -0.230 0.089
C -1.77138 0.20135 -2.41579 0.882 0.893 -1.983
H -3.28958 -1.19202 -2.97483 0.271 -0.111 0.157
H -2.76888 -1.33814 -1.28498 0.019 -0.041 -0.214
H -1.71572 -1.92073 -2.62114 0.002 0.078 -0.035
C -2.31136 1.34015 -1.94381 0.120 -0.174 0.441
C -3.69563 1.55089 -1.41582 -0.246 -0.025 0.512
H -1.74081 2.26930 -1.96790 -0.217 -0.239 -0.530
H -4.33717 1.94736 -2.21882 0.192 -0.119 0.052
H -3.67666 2.31514 -0.62939 -0.129 -0.167 -0.035
H -4.17418 0.65117 -1.00982 0.137 0.180 -0.183
Mn -0.69286 0.03139 0.74059 0.638 -0.261 -0.011
Cl -0.30856 2.20587 0.68313 -0.109 0.095 0.280
Cl -2.77129 0.20217 1.36023 -0.078 -0.023 0.011
H 4.41441 1.33038 -2.23390 -0.274 -0.120 -0.008
H 4.08132 2.26600 -0.15369 -0.180 -0.085 0.165
C 3.32033 1.32251 -2.31882 -0.015 -0.061 -0.297
C 3.23603 1.64965 0.16406 0.008 0.139 0.221
N 2.73939 0.96149 -1.02435 -0.540 -0.378 -0.008
H 3.00322 0.58186 -3.06217 0.048 0.277 0.077
C 1.73228 0.10936 -0.94670 0.073 0.110 0.198
O 1.20529 -0.23113 0.16416 0.357 0.361 -0.635
H 3.57881 0.92475 0.91435 -0.132 0.170 -0.219
H 1.37669 -0.33074 -1.89871 0.052 0.297 0.003
H 2.98176 2.31876 -2.64371 0.023 -0.356 0.185
H 2.44896 2.28367 0.59960 0.272 -0.268 -0.150
H -0.34136 -5.32695 1.18741 -0.097 0.170 -0.032
H 1.18671 -5.42904 -0.88599 -0.127 0.187 -0.078
C -1.01180 -4.69671 0.59144 0.003 -0.141 0.031
C 0.49775 -4.73565 -1.38399 0.026 0.234 -0.053
N -0.22588 -3.94939 -0.38421 -0.028 -0.098 -0.108
H -1.56124 -4.00936 1.23751 0.146 -0.126 -0.179
C -0.20841 -2.63137 -0.40371 -0.595 0.828 0.608
O -0.85978 -1.93446 0.43736 0.578 -0.758 -0.814
H 1.06154 -4.04794 -2.02551 -0.149 -0.278 0.081
H 0.38802 -2.16168 -1.20493 -0.279 -0.262 0.288
H -1.70613 -5.36068 0.06289 0.056 0.209 0.077
H -0.20530 -5.31596 -1.99660 0.149 0.209 0.148
C -2.09811 -1.05846 4.43544 -0.433 0.019 -0.304
N -0.87156 -0.48057 4.94261 0.707 0.195 -0.080
C -1.03428 0.43533 6.06253 -0.025 0.023 0.158
C 0.21700 -0.43541 4.10477 -0.251 0.094 -0.436
O 0.11947 -0.70483 2.88412 -0.075 0.214 0.545
N 1.44253 -0.08585 4.61954 -0.618 -0.137 0.050
C 1.86391 -0.31966 5.99098 -0.017 -0.035 0.114
C 2.51686 -0.01541 3.65772 0.282 0.053 -0.429
H -2.73791 -1.31714 5.28932 0.206 -0.036 -0.207
H -1.87210 -1.95469 3.85019 -0.096 0.172 0.128
H -2.63301 -0.35198 3.78021 0.145 -0.320 0.323
H -1.01075 -0.10254 7.02109 -0.023 0.151 -0.117
H -0.24131 1.18747 6.05375 -0.254 -0.052 0.022
H -2.00900 0.93834 5.99505 0.276 -0.068 -0.128
H 2.50107 -1.21306 6.06285 -0.151 0.098 -0.055
H 2.45290 0.54017 6.33300 -0.152 -0.150 0.039
H 1.00416 -0.44596 6.64655 0.329 -0.082 -0.078
H 2.67040 -0.98221 3.16011 0.039 0.156 0.062
H 2.29042 0.72702 2.88547 0.056 -0.155 0.133
H 3.43012 0.26694 4.18653 -0.105 0.033 -0.111

136
Properties=species:S:1:pos:R:3:forces:R:3 method="wB97M-V/def2-TZVPD" lumo_ev=0.5 max_force_ev_per_a=2.58 smiles=CCN(CC)CC.CCN(CC)CC.CCN(CC)CC.Fc1ccccc1.Fc1ccccc1.Fc1ccccc1.Fc1ccccc1.Fc1ccccc1.ClCCl.ClCCl energy_ha=-4453.84525 homo_ha=-0.3053 orbital_gap_ev=8.8
C -1.78109 -2.42552 -7.37808 0.351 0.811 -0.254
C -0.66772 -1.63880 -6.59133 -0.648 -0.549 0.043
N -1.16140 -0.55568 -5.71927 -0.202 -0.544 -0.605
C -1.96688 0.41618 -6.48239 0.155 -0.257 0.678
C -1.23412 1.06033 -7.61510 0.864 0.428 0.591
C -1.92180 -1.08444 -4.56091 -0.115 1.132 0.001
C -1.84382 -0.14487 -3.34747 0.534 -0.029 -0.191
H -1.42439 -3.07603 -8.17664 0.574 -0.560 0.595
H -2.36722 -1.76888 -8.02102 -0.210 0.545 0.394
H -2.48254 -2.93645 -6.71852 0.181 -0.143 -0.035
H -0.12172 -2.30011 -5.91853 -0.010 -0.288 -0.144
H 0.08184 -1.24112 -7.27551 -0.135 0.075 -0.108
H -2.88660 0.01610 -6.90919 -0.453 -0.330 0.549
H -2.16004 1.21004 -5.76089 -0.611 0.015 -0.114
H -1.87875 1.83909 -8.02264 0.225 -0.070 -0.314
H -0.38854 1.51717 -7.10090 0.381 0.377 -0.555
H -0.84306 0.37864 -8.37039 -0.323 0.093 -0.104
H -1.57175 -2.07656 -4.27584 0.126 0.019 -0.149
H -2.97587 -1.14659 -4.83140 -0.285 -0.386 -0.089
H -2.47338 -0.49466 -2.52930 -0.061 -0.005 -0.026
H -2.11051 0.88501 -3.58480 -0.327 -0.044 -0.159
H -0.81919 -0.07477 -2.98235 0.101 -0.229 0.091
C -1.52836 -2.67927 -0.37607 0.280 0.082 0.718
C -1.12957 -1.33249 0.25780 -0.596 0.109 -1.107
N 0.15274 -1.30541 0.94860 -0.361 -0.054 0.123
C 0.21919 -0.06170 1.73775 0.755 -0.899 0.928
C -0.86044 -0.02334 2.78496 -1.245 0.065 0.695
C 1.22718 -1.41183 -0.04766 0.235 0.299 1.065
C 2.54771 -1.73620 0.63932 -0.190 -0.788 0.604
H -0.72577 -3.09972 -0.98201 -0.120 -0.086 -0.023
H -2.44202 -2.65631 -0.97004 0.095 0.481 -0.157
H -1.77841 -3.36903 0.43004 0.279 -0.223 0.025
H -1.04765 -0.55705 -0.50384 -0.262 0.220 -0.675
H -1.96361 -0.98759 0.86897 0.234 -0.283 0.337
H 1.13276 -0.05073 2.33220 0.392 -0.249 -0.239
H 0.28887 0.86227 1.16372 -0.386 0.113 -0.536
H -1.85933 0.21572 2.42002 0.052 0.525 -0.174
H -1.06610 -0.97877 3.26761 0.527 -0.492 -0.175
H -0.64201 0.63231 3.62788 0.168 0.341 -0.289
H 1.28111 -0.50475 -0.64966 0.028 0.320 -0.037
H 1.01231 -2.22847 -0.73687 -0.156 0.106 0.094
H 2.50218 -2.79277 0.90329 0.376 -0.433 -0.576
H 2.65314 -1.37380 1.66189 -0.040 0.961 -0.216
H 3.43179 -1.50097 0.04671 -0.058 -0.106 0.038
C -0.26267 6.29497 -0.99636 -0.135 -0.263 0.382
C -1.40739 5.36629 -1.41410 -0.113 -0.476 0.050
N -1.78299 4.32063 -0.45159 1.923 -0.270 1.332
C -0.61298 3.48933 -0.01545 0.559 0.311 -0.572
C 0.13434 2.71610 -1.15225 -0.452 0.491 0.577
C -2.86932 3.47134 -0.84409 0.119 -0.098 -0.578
C -3.65113 2.86964 0.29341 -1.294 0.377 0.328
H 0.74285 5.87445 -0.98262 -0.097 -0.509 -0.165
H -0.44179 6.62383 0.02729 -0.089 0.354 -0.039
H -0.19384 7.13898 -1.68267 -0.261 0.112 0.134
H -2.30618 5.96885 -1.54526 -0.014 0.110 -0.101
H -1.17990 4.91626 -2.38045 0.105 -0.030 -0.438
H 0.11283 4.15447 0.45241 -0.012 0.144 -0.031
H -0.85061 2.79059 0.78667 -0.656 0.021 -0.079
H 0.64868 3.44421 -1.77948 -0.134 -0.152 -0.354
H 0.90437 2.04188 -0.77732 0.017 0.077 0.318
H -0.56203 2.09224 -1.71257 0.082 0.136 -0.285
H -2.48672 2.65225 -1.45302 -0.110 -0.265 -0.437
H -3.53234 4.04900 -1.48815 -0.172 0.045 0.048
H -3.99577 3.64167 0.98137 0.467 0.157 0.306
H -3.21599 2.03942 0.84973 0.309 0.118 -0.141
H -4.60997 2.53454 -0.10209 0.025 -0.516 -0.218
F 2.83799 1.99792 6.22581 -0.379 -0.407 0.132
C 2.74732 0.68938 5.87742 0.487 0.380 -0.566
C 3.93699 0.08626 5.50281 0.057 0.921 0.309
C 3.93737 -1.21009 5.06872 -0.264 -1.061 -0.199
C 2.74331 -1.90661 4.98466 -1.687 0.741 0.603
C 1.51206 -1.25453 5.30643 1.623 -0.288 -0.283
C 1.51971 0.07093 5.76440 0.022 -0.469 -0.329
H 4.82533 0.69925 5.54166 0.165 -0.085 0.050
H 4.83277 -1.74389 4.78640 0.273 0.243 0.043
H 2.71845 -2.95640 4.73224 0.052 -0.028 -0.253
H 0.60763 -1.82054 5.13899 -0.267 0.185 0.259
H 0.62605 0.64484 5.96031 -0.170 -0.099 0.104
F 2.06710 -6.26280 -1.72787 1.559 0.535 -0.323
C 3.34774 -5.82765 -2.07052 0.001 -2.158 0.216
C 3.56127 -4.50754 -2.31566 0.232 1.174 -0.453
C 4.80571 -4.06154 -2.78587 0.899 -1.168 0.082
C 5.84861 -4.97670 -2.96552 -1.042 -1.233 0.414
C 5.65678 -6.35096 -2.59891 -0.959 1.622 -0.842
C 4.38843 -6.79714 -2.19796 0.236 1.227 0.025
H 2.77004 -3.77479 -2.25700 -0.225 -0.185 0.234
H 5.01105 -3.02711 -3.01867 -0.406 0.134 -0.051
H 6.74891 -4.71233 -3.50029 0.201 0.243 0.353
H 6.46916 -7.03194 -2.80559 -0.080 -0.240 0.238
H 4.26400 -7.85517 -2.02050 -0.437 0.064 0.146
F -3.86954 -4.27002 1.36122 0.403 -0.097 0.371
C -4.26168 -2.99477 1.49041 -0.713 0.762 1.583
C -5.06236 -2.51311 0.49901 -1.245 2.162 -0.641
C -5.66525 -1.22161 0.63823 0.267 -0.762 0.505
C -5.47981 -0.45931 1.79100 0.959 -0.583 -1.147
C -4.53166 -0.90846 2.69847 -0.712 -1.357 1.181
C -4.04287 -2.23402 2.67568 0.240 0.298 -1.703
H -5.31144 -3.10519 -0.36920 0.203 -0.134 -0.033
H -6.32128 -0.80130 -0.10967 -0.080 -0.394 -0.283
H -5.99433 0.48067 1.92557 0.114 0.098 -0.041
H -4.38520 -0.30924 3.58496 0.317 -0.045 0.180
H -3.44341 -2.65151 3.47114 -0.005 0.189 -0.001
F 0.30033 3.66239 7.45411 -0.451 -0.219 0.082
C -0.73705 3.22594 6.70216 -0.225 -0.258 0.401
C -1.72674 2.41415 7.24643 -0.562 -0.407 -0.038
C -2.79306 1.96605 6.44446 1.051 0.818 -1.610
C -2.77006 2.28467 5.05689 0.640 -0.147 1.125
C -1.73229 3.07354 4.53948 -1.242 0.255 0.712
C -0.77481 3.61177 5.39151 0.330 -0.232 -1.071
H -1.67370 2.08282 8.27298 0.091 0.221 0.157
H -3.62314 1.38276 6.81480 0.186 -0.098 0.313
H -3.51966 1.86985 4.39929 -0.145 0.138 -0.045
H -1.80189 3.41479 3.51718 0.282 -0.194 -0.200
H 0.00136 4.24249 4.98391 0.090 0.109 0.121
F 2.27146 2.92313 3.01675 0.104 -0.096 -0.132
C 3.01764 2.79463 1.89530 -0.403 -0.315 -0.209
C 3.72090 1.62430 1.67588 -0.012 -0.073 1.767
C 4.57253 1.53702 0.61701 -0.918 0.901 -1.813
C 4.46493 2.56575 -0.35363 1.786 -1.500 -0.245
C 3.70557 3.68413 -0.18450 0.614 0.109 -0.551
C 2.99968 3.80132 0.96702 -1.204 0.998 1.356
H 3.66809 0.85491 2.43196 0.002 -0.146 0.111
H 5.15830 0.64620 0.44464 0.128 0.084 -0.036
H 5.08000 2.48274 -1.23748 0.069 -0.018 -0.133
H 3.74433 4.49397 -0.89799 -0.158 -0.056 -0.147
H 2.42783 4.69299 1.17752 -0.113 0.088 0.086
Cl -1.45969 -4.34642 3.39325 -0.397 -0.185 0.577
C 0.14418 -4.04186 2.76971 0.175 -0.321 -0.455
Cl 1.31262 -5.29323 3.26739 -0.026 0.194 0.088
H 0.01592 -4.14457 1.69217 0.486 0.483 0.208
H 0.47457 -3.06407 3.12025 0.061 -0.228 -0.387
Cl 3.49950 1.20882 -3.46394 -1.175 -0.815 -0.343
C 2.17035 0.14718 -4.08904 -0.010 -0.087 -1.387
Cl 1.82005 -1.30401 -3.12317 0.229 0.664 -0.414
H 1.25652 0.66218 -4.38533 -0.210 0.537 1.380
H 2.38203 -0.18868 -5.10417 1.099 -0.335 0.297